(1)
AgClZn | ωB97M-V/def2-TZVPD

## Properties
LUMO energy	-13.1	eV
net charge	+2
total energy	-64918.745	eV
orbital gap	8.0	eV

Geometry (Å):
Zn 26.21 3.40 23.77
Ag 21.68 4.09 23.06
Cl 24.15 3.99 24.32


(2)
C27H34N7O2PS6Ti | ωB97M-V/def2-TZVPD

## Properties
spin multiplicity	3
LUMO energy (spin up / spin down)	0.1 / -0.2	eV
net charge	0
total energy	-140495.710	eV
orbital gap (spin up / spin down)	6.1 / 6.2	eV

Geometry (Å):
Ti -0.51 1.35 0.99
C 1.06 4.87 -1.18
C 0.58 3.92 -0.14
N 0.22 2.65 -0.46
N 0.87 2.07 -1.55
C 1.66 1.03 -1.35
N 2.20 0.44 -2.44
S 2.00 0.46 0.22
C 0.47 4.21 1.24
C 0.60 5.50 1.80
C 0.57 5.66 3.16
C 0.43 4.54 3.98
C 0.27 3.31 3.38
N 0.26 3.12 2.06
H 1.91 4.46 -1.72
H 1.38 5.82 -0.74
H 0.27 5.09 -1.91
H 0.58 2.33 -2.48
H 1.80 0.61 -3.35
H 2.66 -0.44 -2.30
H 0.71 6.36 1.15
H 0.66 6.65 3.59
H 0.41 4.62 5.06
H 0.15 2.41 3.98
S -4.25 3.55 6.70
C -3.56 2.89 5.36
S -3.85 3.44 3.75
C -2.83 2.30 2.91
C -2.18 1.41 3.69
S -1.06 0.20 3.12
S -2.47 1.55 5.41
S -2.69 2.39 1.18
C -0.10 -4.75 1.60
N 0.28 -3.40 1.07
C 1.54 -3.53 0.25
N 2.60 -4.12 1.01
C 2.17 -5.41 1.53
N 0.97 -5.33 2.36
C 1.22 -4.59 3.60
P 1.79 -2.83 3.36
C 0.44 -2.41 2.17
C 3.07 -3.23 2.07
H -0.33 -5.38 0.73
H -1.00 -4.63 2.21
H -0.47 -2.99 0.42
H 1.81 -2.52 -0.08
H 1.29 -4.15 -0.61
H 2.97 -5.85 2.12
H 1.96 -6.08 0.69
H 1.98 -5.13 4.18
H 0.31 -4.58 4.21
H 0.59 -1.44 1.68
H -0.51 -2.34 2.70
H 3.93 -3.69 2.56
H 3.42 -2.29 1.62
C -1.32 0.46 -6.78
C -1.28 0.09 -5.32
C -2.12 0.69 -4.40
C -2.10 0.36 -3.05
C -3.02 1.10 -2.11
C -1.22 -0.64 -2.62
C -0.37 -1.28 -3.53
C 0.59 -2.36 -3.11
C -0.40 -0.89 -4.86
C -1.14 -1.01 -1.16
O -1.12 -2.21 -0.84
O -0.98 -0.04 -0.36
H -1.99 1.29 -6.96
H -1.65 -0.39 -7.39
H -0.33 0.74 -7.14
H -2.81 1.45 -4.74
H -3.84 1.54 -2.66
H -2.48 1.90 -1.60
H -3.43 0.45 -1.34
H 1.05 -2.14 -2.15
H 1.38 -2.47 -3.86
H 0.08 -3.31 -3.01
H 0.27 -1.38 -5.57


(3)
C5H9NOS | ωB97M-V/def2-TZVPD

## Properties
LUMO energy	0.9	eV
net charge	0
total energy	-19702.434	eV
SMILES string	NC[C@H]1SC[C@H]2O[C@H]21
orbital gap	9.3	eV

Geometry (Å):
N 0.83 -0.19 2.15
C -0.40 -0.79 1.67
C -0.79 -0.28 0.27
S -0.86 1.51 0.22
C -0.24 1.65 -1.48
C 0.39 0.36 -1.78
O 1.40 -0.12 -0.88
C 0.13 -0.70 -0.83
H 1.25 -0.81 2.83
H 1.49 -0.06 1.38
H -1.13 -0.61 2.42
H -0.28 -1.87 1.55
H -1.80 -0.64 0.11
H -1.07 1.80 -2.21
H 0.44 2.47 -1.48
H 0.50 0.04 -2.86
H 0.14 -1.76 -1.09


(4)
C4H10N | ωB97M-V/def2-TZVPD

## Properties
LUMO energy	-4.2	eV
net charge	+1
total energy	-5790.673	eV
orbital gap	10.9	eV

Geometry (Å):
C 2.23 0.29 -0.27
C 1.06 0.20 0.43
C -0.91 -1.36 0.21
C -1.22 1.03 -0.06
N -0.24 -0.09 -0.15
H 3.16 0.42 0.16
H 2.20 0.36 -1.40
H 1.07 0.40 1.46
H -0.90 -1.56 1.37
H -1.93 -1.22 -0.05
H -0.30 -2.18 -0.26
H -1.87 1.11 0.84
H -0.61 1.94 -0.02
H -1.84 0.86 -0.83
H 0.08 -0.20 -1.43